{
  "formula": "C6H12O",
  "method": "wB97M-V/def2-TZVPD",
  "smiles": "C=CC=C(C)C.O",
  "symbols": ["C", "C", "C", "C", "C", "C", "H", "H", "H", "H", "H", "H", "H", "H", "H", "H", "O", "H", "H"],
  "xyz": [[0.605395, 1.577725, -0.959963], [-0.140353, 0.468535, -1.136226], [-0.924886, -0.133875, -0.085362], [-0.558606, -0.360016, 1.208672], [0.808015, -0.020197, 1.754068], [-1.547109, -1.020833, 2.091606], [0.634447, 2.172772, -0.064484], [1.127335, 1.865852, -1.868150], [-0.334526, 0.214160, -2.168307], [-1.986758, -0.356859, -0.208732], [0.709878, 0.893226, 2.338371], [1.504192, 0.165496, 0.941085], [1.160409, -0.908031, 2.295150], [-1.547899, -2.108025, 1.930279], [-2.558267, -0.657323, 1.958857], [-1.294920, -1.030526, 3.154613], [1.330487, -0.118089, -4.081288], [0.893508, -0.758890, -3.506323], [2.119650, 0.114902, -3.593857]],
  "atomic_forces_ev_per_a": [[-0.3, -1.1, -1.3], [-0.1, 1.7, 0.5], [-0.6, -0.4, 2.3], [0.4, 0.7, -1.9], [-0.6, -0.9, -0.6], [0.1, -1.2, 1.0], [0.3, -0.1, 0.2], [0.1, 0.7, 0.3], [0.2, -0.6, 0.0], [0.3, -0.2, -0.8], [0.3, -0.2, 0.5], [0.1, 0.1, 0.0], [0.1, 0.6, 0.5], [-0.2, 0.1, -0.5], [-0.2, 0.1, 0.0], [0.0, 0.7, 0.0], [-0.3, -0.2, 0.0], [0.1, 0.1, -0.2], [0.3, 0.1, 0.1]],
  "mulliken_charge": [-1.03, -0.49, -0.42, 1.10, -1.32, -1.51, 0.35, 0.24, 0.67, 0.28, 0.26, 0.41, 0.40, 0.29, 0.39, 0.37, -0.65, 0.35, 0.32]
}

=====

{
  "formula": "C13H19N",
  "method": "wB97M-V/def2-TZVPD",
  "smiles": "C=N[C@@]1(C)C=C[C@]1(C)C(=C)/C=C/CC",
  "symbols": ["C", "N", "C", "C", "C", "C", "C", "C", "C", "C", "C", "C", "C", "C", "H", "H", "H", "H", "H", "H", "H", "H", "H", "H", "H", "H", "H", "H", "H", "H", "H", "H", "H"],
  "xyz": [[4.460390, 0.521826, 0.069279], [3.455532, 0.233862, 0.760415], [2.169484, 0.505853, 0.333381], [1.435649, 0.821311, 1.618871], [2.039587, 1.372746, -0.935495], [1.418946, 0.439958, -1.661248], [1.430081, -0.590338, -0.550712], [2.180515, -1.801286, -0.895796], [-0.076555, -1.032341, 0.138189], [-0.276179, -2.033837, 1.016109], [-1.183553, -0.081834, -0.207021], [-2.442939, -0.283236, 0.129394], [-3.575850, 0.593770, -0.421129], [-4.763794, 0.725403, 0.608681], [5.442039, 0.464034, 0.467384], [4.309075, 0.918897, -0.922901], [0.424575, 1.135690, 1.534194], [1.691580, 1.587641, 2.316184], [1.434477, -0.008031, 2.245127], [2.190526, 2.359828, -1.004722], [1.101987, 0.337986, -2.634896], [1.953857, -2.124792, -1.956508], [2.004617, -2.583037, -0.197100], [3.245197, -1.580904, -1.010763], [0.494012, -2.531662, 1.505890], [-1.254959, -2.035928, 1.413664], [-1.024722, 0.658698, -0.999738], [-2.902573, -1.030836, 0.705938], [-3.171467, 1.475549, -0.737269], [-3.927904, -0.042509, -1.237324], [-4.707218, -0.158385, 1.394536], [-4.712945, 1.628135, 1.245994], [-5.846481, 0.564948, 0.139861]],
  "atomic_forces_ev_per_a": [[-0.9, 0.5, -0.5], [2.4, -1.1, 1.3], [-1.8, 1.1, -0.6], [-1.1, 1.3, -0.2], [-1.7, -3.2, 1.1], [0.8, 0.2, 2.8], [-2.8, -0.7, 1.2], [1.0, -0.6, -2.2], [1.9, 1.2, -1.0], [0.1, 2.5, -1.6], [0.5, -1.4, -0.7], [-1.4, 2.2, -0.8], [-1.3, -3.4, 1.9], [-1.1, -1.9, 0.6], [0.8, -0.4, 0.3], [0.4, 0.3, -0.5], [-1.3, -0.3, -0.9], [1.8, 1.1, -0.1], [0.0, -1.9, 0.8], [1.0, 3.5, -0.8], [-0.9, 0.0, -2.0], [-0.4, 0.0, 1.2], [0.2, -0.9, 0.4], [0.1, -0.1, 0.5], [1.2, -1.2, 0.4], [-0.8, -0.6, 0.6], [0.3, 0.0, 0.6], [0.3, -1.3, 1.0], [0.6, 2.5, -1.1], [-0.2, 0.5, -0.4], [0.0, 1.6, -1.6], [-0.2, -0.3, -0.6], [2.4, 0.8, 0.8]],
  "mulliken_charge": [-0.52, -0.59, 1.61, -1.78, -1.44, -1.17, 1.49, -1.36, 0.43, -1.47, -0.16, -0.53, -0.58, -0.97, 0.33, 0.30, 0.38, 0.43, 0.50, 0.66, 0.65, 0.26, 0.36, 0.42, 0.42, 0.27, 0.27, 0.29, 0.48, 0.22, 0.25, 0.28, 0.26]
}

=====

{
  "formula": "C5H12NO",
  "method": "wB97M-V/def2-TZVPD",
  "smiles": "CC(C)[C@H]([NH3+])C=O",
  "total_charge": 1,
  "symbols": ["C", "C", "C", "C", "N", "C", "O", "H", "H", "H", "H", "H", "H", "H", "H", "H", "H", "H", "H"],
  "xyz": [[-0.995357, -1.757179, -0.248077], [-0.729282, -0.242291, -0.408243], [-1.293893, 0.524815, 0.756537], [0.707840, 0.142262, -0.587864], [1.592913, -0.082288, 0.674430], [0.933809, 1.667452, -1.017251], [1.852671, 2.290641, -0.495785], [-2.093834, -1.851383, -0.123679], [-0.586019, -2.019590, 0.752791], [-0.645585, -2.276330, -1.133737], [-1.041911, -0.015290, -1.434347], [-0.559963, 1.181669, 1.231820], [-1.833747, -0.153810, 1.491871], [-2.230935, 1.177606, 0.548084], [1.248570, -0.505999, -1.292509], [1.132584, -0.431397, 1.486151], [2.407841, -0.764475, 0.686629], [1.971700, 0.934733, 0.788101], [0.162604, 2.180845, -1.674929]],
  "atomic_forces_ev_per_a": [[-0.4, 1.4, 1.0], [0.2, -0.7, -0.8], [-3.5, 1.0, 0.8], [2.1, -0.6, -0.2], [1.9, 1.4, -0.4], [0.6, 0.5, 1.6], [-1.7, -1.3, -0.9], [0.6, -0.2, -0.3], [0.1, -0.6, -0.9], [0.1, -0.6, 0.3], [-1.0, 0.5, 0.3], [-0.3, -0.1, 0.3], [1.4, 0.6, -0.5], [1.8, -0.7, -0.3], [-0.6, 0.3, -0.4], [-1.3, 0.4, 0.9], [-0.9, 1.2, -1.2], [-0.1, -1.6, 0.3], [0.9, -0.8, 0.3]],
  "mulliken_charge": [-1.48, 0.52, -1.37, -0.64, -0.33, 0.21, -0.49, 0.39, 0.37, 0.40, 0.36, 0.39, 0.39, 0.31, 0.55, 0.32, 0.35, 0.38, 0.37]
}

=====

Energy / eV: -8462.49026 -15273.63405 -8909.28258
Largest force on an atom / eV/A: 2.38 4.13 3.75
Frontier orbital gap / Eh: 0.3435 0.3424 0.4122